[1]
Density functional theory data (the ωB97M-V functional and the def2-TZVPD basis) for 2 unconnected molecules or ions with the total composition C3H11N3O at a distorted geometry.

Element x y z (Å)
C  1.063  -0.354  0.064
C  -1.486  1.018  0.702
C  -1.081  -0.405  0.330
N  1.593  0.817  -0.316
N  1.642  -1.435  0.518
N  -1.636  -0.729  -1.070
O  2.983  0.826  -0.226
H  -2.004  0.995  1.709
H  -0.558  1.563  1.071
H  -2.243  1.465  0.087
H  -1.189  -1.156  1.153
H  1.108  1.749  -0.318
H  1.128  -2.261  0.606
H  2.606  -1.427  0.619
H  -2.556  -0.333  -0.907
H  -1.612  -1.667  -1.483
H  -0.929  -0.119  -1.606
H  3.169  1.453  -0.935

The spin multiplicity is 1. Its highest occupied orbital energy is -18.84 eV. For the total energy, the calculation gives -9785.3769 eV. Its gap between HOMO and LUMO is 9.8 eV. The net charge is +2. The value obtained for the lowest unoccupied orbital energy is -0.3316 Eh.

---

[2]
Density functional theory data (the ωB97M-V functional and the def2-TZVPD basis) for a molecular structure, C19H19F7HgN2O3S at a distorted geometry.

Element x y z (Å)
C  -0.594  4.155  6.312
C  -1.322  3.329  5.139
O  -1.789  3.864  4.118
O  -1.375  1.897  5.294
C  -0.344  1.290  4.439
C  -1.102  0.595  3.204
C  -0.758  -0.979  3.038
C  0.715  -1.211  2.430
C  0.685  -1.806  0.923
C  0.165  -0.612  -0.029
C  0.153  -0.976  -1.579
C  1.003  -2.206  -2.068
C  1.071  -2.659  -3.568
C  1.883  -3.921  -4.096
C  2.441  -4.861  -2.922
O  3.575  -4.630  -2.392
C  0.289  -1.809  -4.607
N  0.232  -2.031  -6.006
S  -0.766  -0.841  -6.733
N  -1.144  -0.029  -5.288
C  -0.570  -0.569  -4.100
C  -0.682  -0.138  -2.615
C  -1.607  1.097  -2.198
F  -2.521  1.413  -3.247
F  -2.444  0.727  -1.096
C  -0.799  2.401  -1.728
F  -1.297  2.797  -0.449
F  0.590  2.184  -1.538
C  -1.025  3.689  -2.679
F  -0.207  4.780  -2.281
F  -2.349  4.183  -2.594
F  -0.650  3.412  -4.024
H  -1.233  5.055  6.604
H  0.438  4.522  5.986
H  -0.529  3.472  7.231
H  0.392  2.112  4.114
H  0.174  0.453  5.030
H  -2.238  0.745  3.325
H  -0.812  1.181  2.259
H  -0.960  -1.547  4.003
H  -1.512  -1.376  2.261
H  1.379  -1.844  3.124
H  1.209  -0.172  2.331
H  1.757  -2.136  0.694
H  0.005  -2.721  0.908
H  -0.864  -0.312  0.383
H  0.886  0.271  0.107
H  1.617  -2.853  -1.349
H  1.137  -4.549  -4.713
H  2.724  -3.637  -4.827
H  1.800  -5.750  -2.563
Hg  5.173  -3.449  -1.965

The spin multiplicity is 1. Its highest occupied orbital energy is -13.64 eV. For the total energy, the calculation gives -63136.5244 eV. Its gap between HOMO and LUMO is 1.4 eV. The net charge is +2. The value obtained for the lowest unoccupied orbital energy is -0.4493 Eh.

---

[3]
Density functional theory data (the ωB97M-V functional and the def2-TZVPD basis) for 16 unconnected molecules or ions with the total composition C64H128O48 at a distorted geometry.

Element x y z (Å)
C  1.360  -3.765  -3.343
C  0.385  -2.859  -2.628
O  -0.780  -3.565  -2.083
C  -1.801  -3.991  -2.904
O  -1.887  -3.779  -4.094
O  -2.416  -4.893  -2.217
C  -3.617  -5.498  -2.751
H  2.047  -4.055  -2.548
H  1.920  -3.273  -4.138
H  0.891  -4.668  -3.733
H  0.156  -2.033  -3.301
H  0.967  -2.418  -1.819
H  -4.301  -5.927  -2.019
H  -3.280  -6.238  -3.476
H  -4.250  -4.854  -3.362
C  -4.854  -2.738  7.505
C  -5.638  -2.593  6.191
O  -5.223  -1.328  5.763
C  -5.339  -1.074  4.455
O  -5.822  -1.835  3.639
O  -4.995  0.154  4.316
C  -4.984  0.773  3.009
H  -5.355  -3.455  8.155
H  -5.069  -1.848  8.097
H  -3.814  -3.056  7.428
H  -6.722  -2.705  6.223
H  -5.399  -3.397  5.495
H  -4.825  1.832  3.211
H  -6.020  0.876  2.685
H  -4.234  0.539  2.254
C  -5.976  -8.384  1.750
C  -5.913  -7.355  0.676
O  -5.335  -6.111  1.117
C  -5.664  -5.052  0.406
O  -6.326  -4.991  -0.622
O  -5.040  -4.026  1.050
C  -5.089  -2.675  0.530
H  -5.771  -9.395  1.398
H  -6.977  -8.401  2.181
H  -5.282  -8.197  2.569
H  -6.897  -7.224  0.227
H  -5.248  -7.654  -0.134
H  -4.788  -1.984  1.317
H  -6.122  -2.443  0.272
H  -4.441  -2.598  -0.343
C  -8.911  -2.512  -0.177
C  -8.680  -1.567  0.960
O  -7.881  -0.511  0.518
C  -8.511  0.664  0.135
O  -9.641  0.994  0.461
O  -7.599  1.461  -0.559
C  -6.450  0.936  -1.201
H  -9.252  -2.138  -1.143
H  -9.616  -3.299  0.089
H  -7.985  -3.043  -0.398
H  -8.036  -2.024  1.712
H  -9.516  -1.262  1.589
H  -6.540  0.021  -1.786
H  -5.777  0.795  -0.355
H  -6.033  1.694  -1.865
C  -3.139  0.828  -4.478
C  -2.229  2.003  -4.689
O  -0.860  1.669  -4.368
C  -0.091  0.844  -5.079
O  -0.515  0.240  -6.079
O  1.090  0.675  -4.479
C  2.025  -0.155  -5.142
H  -2.662  -0.141  -4.630
H  -4.116  0.973  -4.939
H  -3.457  0.834  -3.436
H  -2.563  2.795  -4.020
H  -2.183  2.405  -5.701
H  1.704  -1.146  -5.462
H  2.891  -0.314  -4.499
H  2.337  0.357  -6.053
C  -1.956  8.155  1.208
C  -1.173  8.335  -0.138
O  -0.528  7.144  -0.488
C  -0.355  6.814  -1.844
O  -0.883  7.356  -2.777
O  0.335  5.678  -1.953
C  0.675  5.221  -3.274
H  -1.244  7.649  1.860
H  -2.805  7.476  1.138
H  -2.347  8.978  1.807
H  -0.497  9.176  0.017
H  -1.847  8.595  -0.955
H  0.108  5.695  -4.075
H  0.416  4.175  -3.435
H  1.731  5.374  -3.497
C  -2.445  0.129  0.073
C  -1.098  -0.185  -0.519
O  -0.421  1.016  -0.964
C  0.905  0.959  -1.128
O  1.595  -0.062  -1.003
O  1.380  2.140  -1.605
C  2.820  2.302  -1.908
H  -3.022  0.751  -0.611
H  -2.206  0.657  0.995
H  -2.983  -0.776  0.355
H  -1.142  -0.958  -1.287
H  -0.683  -0.641  0.381
H  3.015  3.374  -1.920
H  2.956  1.867  -2.898
H  3.488  1.894  -1.149
C  7.458  0.618  0.624
C  6.053  0.572  1.248
O  5.308  -0.607  1.002
C  5.490  -1.638  1.869
O  6.184  -1.602  2.899
O  4.839  -2.655  1.363
C  4.956  -3.934  1.933
H  7.784  1.642  0.440
H  7.421  0.076  -0.321
H  8.247  0.079  1.148
H  5.489  1.388  0.797
H  6.105  0.800  2.313
H  4.641  -3.996  2.975
H  5.999  -4.248  1.976
H  4.457  -4.694  1.333
C  -1.239  4.026  0.751
C  -2.396  4.270  -0.277
O  -3.537  4.884  0.347
C  -4.593  4.123  0.657
O  -4.716  2.920  0.378
O  -5.490  4.912  1.253
C  -6.587  4.255  1.873
H  -0.327  4.142  0.165
H  -1.258  2.990  1.087
H  -1.103  4.674  1.617
H  -2.623  3.471  -0.982
H  -2.041  5.030  -0.972
H  -7.237  3.586  1.308
H  -7.204  5.088  2.210
H  -6.206  3.665  2.707
C  0.143  -8.169  3.251
C  1.546  -7.741  2.739
O  1.484  -6.654  1.804
C  1.708  -5.383  2.130
O  2.331  -4.944  3.138
O  1.283  -4.654  1.097
C  1.208  -3.198  1.253
H  0.319  -8.873  4.064
H  -0.408  -8.713  2.483
H  -0.308  -7.201  3.466
H  1.995  -8.564  2.184
H  2.161  -7.566  3.622
H  0.852  -2.941  2.251
H  0.603  -2.717  0.483
H  2.277  -2.993  1.193
C  7.030  -6.826  -4.176
C  7.305  -5.386  -3.766
O  6.113  -4.730  -3.224
C  6.110  -3.395  -3.034
O  7.008  -2.574  -3.231
O  4.955  -3.169  -2.500
C  4.585  -1.824  -2.367
H  6.865  -7.446  -3.296
H  7.836  -7.319  -4.720
H  6.112  -6.851  -4.764
H  7.696  -4.838  -4.623
H  8.120  -5.322  -3.046
H  3.497  -1.885  -2.351
H  4.810  -1.177  -3.214
H  4.953  -1.417  -1.425
C  0.034  -1.610  4.764
C  -1.450  -1.509  4.936
O  -2.020  -2.788  4.695
C  -2.152  -3.221  3.431
O  -2.003  -2.538  2.446
O  -2.217  -4.509  3.455
C  -2.021  -5.285  2.287
H  0.476  -0.710  5.193
H  0.192  -1.619  3.685
H  0.360  -2.517  5.271
H  -1.833  -0.684  4.336
H  -1.678  -1.318  5.985
H  -0.952  -5.423  2.122
H  -2.512  -4.896  1.396
H  -2.517  -6.246  2.426
C  2.951  -0.339  3.648
C  2.293  -0.007  2.320
O  1.662  1.277  2.475
C  2.461  2.385  2.377
O  3.671  2.465  2.255
O  1.715  3.445  2.652
C  2.185  4.742  2.445
H  3.788  0.304  3.922
H  3.451  -1.307  3.625
H  2.259  -0.229  4.483
H  1.539  -0.774  2.140
H  3.011  0.008  1.500
H  2.935  4.798  1.656
H  2.706  5.175  3.300
H  1.471  5.448  2.021
C  9.121  7.441  -3.727
C  8.248  6.183  -3.643
O  7.182  6.217  -4.540
C  6.006  5.531  -4.161
O  5.803  4.979  -3.087
O  5.230  5.445  -5.220
C  3.929  4.921  -5.165
H  10.033  7.352  -3.136
H  8.580  8.318  -3.371
H  9.339  7.525  -4.792
H  7.949  6.093  -2.599
H  8.978  5.395  -3.831
H  3.545  4.742  -6.169
H  3.362  5.642  -4.575
H  3.855  3.934  -4.709
C  8.169  2.237  -2.506
C  6.985  1.326  -2.854
O  6.862  1.650  -4.249
C  5.691  1.585  -4.895
O  4.617  1.147  -4.491
O  5.853  2.162  -6.100
C  4.780  2.116  -7.015
H  8.686  2.005  -1.575
H  7.965  3.308  -2.477
H  8.988  2.128  -3.217
H  6.134  1.684  -2.274
H  7.155  0.264  -2.676
H  4.834  1.278  -7.711
H  4.649  3.069  -7.527
H  3.842  1.883  -6.511
C  -0.867  2.398  5.364
C  -2.105  2.181  4.438
O  -2.407  3.465  4.009
C  -3.234  4.226  4.712
O  -3.866  3.885  5.675
O  -3.264  5.432  3.993
C  -4.337  6.342  4.242
H  -0.162  3.154  5.018
H  -0.275  1.484  5.398
H  -1.156  2.661  6.381
H  -2.944  1.700  4.942
H  -1.868  1.535  3.592
H  -3.862  7.271  3.925
H  -4.478  6.564  5.300
H  -5.236  6.055  3.696

The spin multiplicity is 1. Its highest occupied orbital energy is -10.54 eV. For the total energy, the calculation gives -166720.9960 eV. Its gap between HOMO and LUMO is 11.0 eV. The net charge is 0. The value obtained for the lowest unoccupied orbital energy is 0.0178 Eh.

---

[4]
Density functional theory data (the ωB97M-V functional and the def2-TZVPD basis) for a molecular structure, C3H3NO2S2 at a distorted geometry.

Element x y z (Å)
C  -0.828  -0.468  -0.824
C  -4.158  0.224  0.875
C  0.652  0.244  0.861
N  -1.861  -1.036  -1.389
O  -2.672  -1.529  -0.464
O  -4.117  1.334  0.603
S  0.678  0.359  -0.909
S  -0.895  -0.814  0.921
H  -2.211  -0.652  -2.216
H  1.527  -0.274  1.257
H  0.480  1.121  1.523

The spin multiplicity is 1. Its highest occupied orbital energy (spin up / spin down) is -8.39 / -8.38 eV. For the total energy, the calculation gives -30411.1641 eV. Its gap between HOMO and LUMO (spin up / spin down) is 8.5 / 8.5 eV. The net charge is 0. The value obtained for the lowest unoccupied orbital energy (spin up / spin down) is 0.0060 / 0.0060 Eh.

---

[5]
Density functional theory data (the ωB97M-V functional and the def2-TZVPD basis) for C5H9N3 in the gas phase at a distorted geometry.

Element x y z (Å)
C  -1.451  -0.613  -1.784
C  -0.040  -0.364  -1.300
C  0.981  0.484  0.852
C  2.324  0.388  0.821
C  -1.210  0.169  1.922
H  -2.224  -0.027  -1.060
H  -1.416  -1.905  -1.745
H  -1.656  -0.370  -2.907
H  1.815  0.321  -1.870
H  0.296  1.140  1.643
H  2.914  0.862  1.584
H  2.902  -0.295  0.133
H  -2.351  0.320  2.332
H  -0.507  0.097  2.886
N  0.806  -0.019  -2.193
N  0.036  -0.246  0.016
N  -1.218  0.058  0.670

Its SMILES is [H]/N=C(/C)N(C=C)N=C. The spin multiplicity is 1. Its highest occupied orbital energy is -8.90 eV. For the total energy, the calculation gives -9795.4390 eV. Its gap between HOMO and LUMO is 9.6 eV. The net charge is 0. The value obtained for the lowest unoccupied orbital energy is 0.0243 Eh.

---

[6]
Density functional theory data (the ωB97M-V functional and the def2-TZVPD basis) for C7H14N2 in the gas phase at a distorted geometry.

Element x y z (Å)
C  1.526  -0.987  -0.258
C  0.094  -0.507  -0.544
C  -0.999  -1.350  -1.096
C  -0.997  -1.058  0.343
C  -1.882  0.006  0.815
C  -1.118  1.310  0.566
C  -0.080  1.017  -0.598
H  1.150  -0.397  1.735
H  2.773  -1.042  1.484
H  1.495  -2.147  -0.344
H  2.312  -0.626  -0.893
H  -1.752  -0.788  -1.675
H  -0.677  -2.375  -1.419
H  -0.963  -1.920  1.010
H  -2.791  -0.006  0.135
H  -2.091  -0.046  1.968
H  -1.916  2.063  0.279
H  -0.644  1.621  1.461
H  -0.638  1.396  -1.540
H  0.762  2.763  -0.817
H  1.753  1.785  0.219
N  1.978  -0.466  1.068
N  1.161  1.770  -0.635

Its SMILES is NC[C@@]12C[C@@H]1CC[C@H]2N. The spin multiplicity is 1. Its highest occupied orbital energy is -8.88 eV. For the total energy, the calculation gives -10464.3209 eV. Its gap between HOMO and LUMO is 10.0 eV. The net charge is 0. The value obtained for the lowest unoccupied orbital energy is 0.0407 Eh.

---

[7]
Density functional theory data (the ωB97M-V functional and the def2-TZVPD basis) for a molecular structure, C6H13NO2 at a distorted geometry.

Element x y z (Å)
C  0.370  -0.817  -0.677
C  -0.355  -0.132  -1.805
C  1.847  -0.504  -0.597
C  0.125  -2.308  -0.622
C  -1.754  1.285  2.010
C  -0.659  0.751  1.135
O  -0.747  -0.484  0.754
O  0.410  2.780  1.154
N  0.303  1.457  0.627
H  1.360  2.964  1.105
H  -0.157  0.937  -1.804
H  -0.010  -0.550  -2.756
H  -1.426  -0.304  -1.710
H  2.371  -1.103  -1.352
H  2.061  0.534  -0.823
H  2.234  -0.763  0.385
H  0.639  -2.776  -1.473
H  0.529  -2.736  0.295
H  -0.943  -2.521  -0.658
H  -2.712  0.821  1.790
H  -1.551  1.112  3.064
H  -1.933  2.356  1.957

The spin multiplicity is 1. Its highest occupied orbital energy is -8.35 eV. For the total energy, the calculation gives -12015.3188 eV. Its gap between HOMO and LUMO is 9.2 eV. The net charge is 0. The value obtained for the lowest unoccupied orbital energy is 0.0303 Eh.